(1)
Computed, not measured: a 3-piece molecular cluster, H5O3 overall, with ωB97M-V with the def2-TZVPD basis set.

```
8
Properties=species:S:1:pos:R:3:forces:R:3:nbo_charge:R:1
O 0.17041 0.38828 0.53263 0.03 -0.03 0.12 -1.22
H 1.12416 0.45845 0.45155 0.22 0.05 0.12 0.42
O 0.10429 -2.25009 0.86120 -0.45 -0.13 0.43 -1.02
H -0.56729 -2.11110 1.54666 0.26 -0.32 -0.18 0.44
H 0.19180 -1.29196 0.59179 0.08 0.49 -0.20 0.51
O -0.29661 1.77744 -1.49959 0.02 -0.25 0.39 -1.06
H -0.30060 2.66323 -1.15789 -0.07 0.84 -0.08 0.42
H -0.14446 1.25874 -0.57706 -0.07 -0.65 -0.62 0.50
```
Forces are in eV/Å.

Output
Total charge: -1
HOMO-LUMO gap: 0.3358 Ha
Relative energy (zero: lowest compared OMol25 entry of this formula, charge and spin): 0.134 eV
LUMO level: 5.02 eV
Largest force on an atom: 0.0175 Eh/bohr
E_HOMO: -4.12 eV
Molecular weight: 53.037 g/mol

***

(2)
Computed, not measured: a 2-piece molecular cluster, C2H10NO overall in a non-equilibrium geometry, with ωB97M-V with the def2-TZVPD basis set.

```
14
Properties=species:S:1:pos:R:3:forces:R:3:nbo_charge:R:1
O 0.88589 -1.95200 -1.57839 -0.53 0.08 -0.48 -1.00
H 1.57908 -2.25037 -0.97316 -0.15 -0.38 -0.57 0.50
H 0.16405 1.57733 -0.80812 -0.02 -1.22 0.09 0.44
H 0.70105 -2.61436 -2.28676 0.58 0.57 1.09 0.52
C -0.00870 0.96135 1.58033 3.15 -1.65 3.48 -0.68
C -0.69752 0.14103 0.61026 0.52 -1.70 -1.73 -0.20
N -0.35215 0.66600 -0.82133 0.57 0.19 -0.42 -0.72
H -0.17622 1.97397 1.45819 0.01 2.19 -0.43 0.23
H -0.17250 0.79473 2.68555 -1.08 -0.28 -1.24 0.28
H 1.05611 0.65116 1.66795 -0.14 0.96 -0.84 0.24
H -0.30563 -0.91710 0.52158 -1.02 1.13 0.58 0.24
H -1.72741 0.25156 0.81430 -1.37 -0.48 -0.59 0.23
H 0.11559 -0.09902 -1.35124 1.03 0.23 0.71 0.48
H -1.06163 0.81574 -1.51916 -1.55 0.37 0.36 0.44
```
Forces are in eV/Å.

Output
Total charge: +1
HOMO-LUMO gap: 0.4719 Ha
Relative energy (zero: lowest compared OMol25 entry of this formula, charge and spin): 0.921 eV
LUMO level: -3.37 eV
Largest force on an atom: 0.0968 Eh/bohr
E_HOMO: -16.21 eV
Molecular weight: 64.108 g/mol

***

(3)
Computed, not measured: C5H6O2 as an isolated structure in a non-equilibrium geometry, with ωB97M-V with the def2-TZVPD basis set.

```
13
Properties=species:S:1:pos:R:3:forces:R:3:nbo_charge:R:1
O 0.61413 -2.38208 -0.49690 -0.44 0.64 0.10 -0.51
C 0.31571 -1.22713 -0.31358 0.43 -0.20 -0.06 0.60
C -1.11379 -0.64866 -0.29232 0.02 -0.92 1.34 -0.59
C -0.96402 0.73626 0.24288 1.91 0.24 0.82 -0.11
C 0.44953 1.10822 0.48085 -0.06 0.68 -4.76 0.28
O 0.87934 2.26127 0.31503 0.08 -0.15 1.59 -0.63
C 1.28521 -0.08208 -0.08835 0.19 -0.32 1.39 -0.58
H -1.73536 -1.28170 0.35519 0.03 -0.06 -0.30 0.26
H -1.56863 -0.69725 -1.28904 0.09 0.37 0.12 0.27
H -0.20435 0.78537 1.69596 -1.79 -0.37 -1.34 0.24
H -1.61726 1.53178 -0.10880 -0.22 0.12 1.12 0.25
H 2.13882 -0.33802 0.54493 -0.11 -0.22 -0.23 0.25
H 1.67250 0.23579 -1.06351 -0.14 0.21 0.23 0.27
```
Forces are in eV/Å.

Output
Total charge: 0
HOMO-LUMO gap (spin up / spin down): 0.3034 / 0.3034 Ha
Relative energy (zero: lowest compared OMol25 entry of this formula, charge and spin): 3.627 eV
LUMO level (spin up / spin down): -0.81 / -0.81 eV
Largest force on an atom: 0.0935 Eh/bohr
E_HOMO (spin up / spin down): -9.06 / -9.06 eV
Molecular weight: 98.101 g/mol